1.
Below is C39H69N3O5PtSSi as an isolated structure, with properties calculated with ωB97M-V/def2-TZVPD.

XYZ file:
```
119
Properties=species:S:1:pos:R:3:lowdin_spin:R:1
Pt -0.47 -0.58 -0.28 0.9678
C -0.87 -2.56 3.40 0.0008
C -1.21 -1.20 2.82 0.0072
C -2.53 -1.27 2.07 0.0142
C -1.25 -0.13 3.89 0.0014
O -0.19 -0.82 1.83 0.0391
Si 1.47 -0.49 1.97 0.0246
S 2.05 -0.27 0.02 0.2081
O 2.04 -1.77 2.82 0.0025
C 3.30 -1.94 3.48 0.0007
C 4.41 -1.25 2.70 0.0056
C 3.19 -1.38 4.89 0.0001
C 3.53 -3.45 3.52 0.0001
O 1.68 0.81 2.96 0.0022
C 1.71 2.22 2.72 0.0003
C 3.11 2.61 2.27 0.0019
C 0.69 2.62 1.67 -0.0008
C 1.38 2.86 4.06 0.0000
H -1.70 -2.89 4.04 0.0002
H 0.04 -2.53 3.99 0.0001
H -0.77 -3.29 2.59 0.0000
H -3.33 -1.54 2.76 0.0005
H -2.47 -2.05 1.30 0.0044
H -2.77 -0.32 1.60 0.0052
H -2.02 -0.36 4.63 0.0004
H -1.48 0.85 3.45 0.0000
H -0.29 -0.05 4.41 0.0001
H 4.27 -0.17 2.69 0.0015
H 4.43 -1.61 1.67 0.0035
H 5.38 -1.46 3.16 0.0002
H 2.96 -0.31 4.85 0.0000
H 4.13 -1.51 5.43 0.0000
H 2.39 -1.89 5.44 0.0000
H 3.61 -3.84 2.51 0.0000
H 2.70 -3.94 4.02 0.0000
H 4.45 -3.68 4.06 0.0000
H 3.36 2.10 1.34 0.0029
H 3.85 2.33 3.03 0.0000
H 3.18 3.69 2.11 0.0000
H 0.95 2.18 0.71 -0.0009
H 0.65 3.71 1.56 0.0000
H -0.31 2.26 1.95 -0.0001
H 2.09 2.54 4.82 0.0000
H 0.38 2.56 4.38 0.0000
H 1.41 3.95 3.99 0.0000
C 1.31 -4.11 0.40 -0.0008
N 0.54 -4.87 -0.56 0.0000
C 1.21 -5.09 -1.84 0.0000
C -0.83 -4.75 -0.49 0.0002
O -1.37 -3.94 0.25 0.0025
N -1.56 -5.60 -1.30 0.0003
C -1.12 -6.95 -1.59 0.0000
C -2.98 -5.37 -1.39 0.0001
H 2.32 -4.54 0.45 0.0000
H 0.86 -4.18 1.39 0.0000
H 1.39 -3.06 0.13 -0.0011
H 1.80 -4.20 -2.09 0.0000
H 0.48 -5.24 -2.63 0.0001
H 1.88 -5.95 -1.80 0.0000
H -0.18 -7.16 -1.09 0.0000
H -1.00 -7.13 -2.66 0.0000
H -1.86 -7.66 -1.21 0.0000
H -3.20 -4.32 -1.21 0.0000
H -3.54 -5.97 -0.66 0.0000
H -3.33 -5.65 -2.39 0.0000
C -0.64 7.26 -1.34 0.0000
C -1.28 6.00 -0.81 0.0001
C -1.47 5.81 0.55 0.0001
C -2.04 4.64 1.04 0.0001
C -2.25 4.52 2.53 0.0000
C -2.43 3.64 0.14 0.0001
C -2.93 2.36 0.68 0.0023
O -3.38 1.44 0.03 0.0061
C -2.27 3.83 -1.25 0.0003
C -2.72 2.82 -2.28 0.0013
C -1.69 5.01 -1.69 0.0002
H -0.25 7.88 -0.53 0.0000
H -1.36 7.85 -1.90 0.0000
H 0.18 7.02 -2.01 0.0000
H -1.17 6.58 1.25 0.0000
H -1.95 5.44 3.02 0.0000
H -1.65 3.71 2.97 0.0000
H -3.29 4.33 2.78 0.0000
H -2.86 2.25 1.78 0.0000
H -2.29 1.84 -2.08 0.0012
H -2.41 3.15 -3.27 0.0001
H -3.80 2.70 -2.26 0.0000
H -1.55 5.15 -2.76 0.0000
C 1.87 3.81 -2.12 -0.0026
C 1.43 2.58 -2.86 -0.0032
C 1.94 2.26 -4.11 0.0461
C 1.57 1.08 -4.76 -0.0027
C 2.13 0.75 -6.12 -0.0024
C 0.68 0.22 -4.14 0.0423
C 0.14 0.52 -2.89 0.0177
C 0.52 1.71 -2.27 0.0471
N -0.73 -0.34 -2.18 0.4148
C -1.74 -1.16 -2.89 0.0398
C -2.91 -1.37 -1.92 0.0405
C -1.14 -2.53 -3.22 0.0199
C -2.29 -0.47 -4.15 0.0063
H 2.49 4.45 -2.75 0.0001
H 2.45 3.54 -1.24 -0.0010
H 1.01 4.39 -1.78 -0.0006
H 2.66 2.92 -4.58 0.0029
H 3.08 1.26 -6.29 -0.0002
H 1.44 1.05 -6.91 -0.0010
H 2.30 -0.33 -6.22 -0.0004
H 0.44 -0.71 -4.63 0.0018
H 0.10 1.94 -1.30 0.0001
H -2.56 -1.88 -1.02 0.0186
H -3.67 -1.99 -2.39 0.0030
H -3.36 -0.42 -1.63 0.0018
H -0.77 -2.98 -2.30 0.0002
H -0.31 -2.46 -3.92 0.0000
H -1.90 -3.18 -3.65 0.0026
H -2.41 0.60 -3.99 0.0000
H -3.27 -0.88 -4.38 0.0010
H -1.66 -0.61 -5.03 0.0005
```

Results
LUMO energy (spin up / spin down), eV: 0.26 / -0.74
E, Ha: -2875.1275
Frontier orbital gap (spin up / spin down), eV: 6.95 / 6.84
Expectation value of S²: 2.018
Multiplicity: 3

2.
Below is a 2-piece molecular cluster, C3H12N3 overall, with properties calculated with ωB97M-V/def2-TZVPD.

XYZ file:
```
18
Properties=species:S:1:pos:R:3:nbo_charge:R:1
C 1.08 -1.45 -1.55 -0.0406
C 0.89 -0.60 -2.55 -0.4499
N 0.05 -1.90 -0.67 -0.8620
H 2.07 -1.75 -1.24 0.2071
H 1.70 -0.08 -3.03 0.2339
H -0.13 -0.41 -2.86 0.2001
H -0.86 -1.94 -1.11 0.3954
H 0.26 -2.81 -0.28 0.4003
H 0.14 -0.51 0.40 0.4662
N 0.21 0.31 1.08 -0.7315
C -0.95 1.30 0.91 -0.0598
N -1.18 2.14 2.03 -0.8060
H 1.10 0.77 0.90 0.4280
H 0.17 0.00 2.04 0.4263
H -0.73 1.94 0.05 0.2184
H -1.82 0.70 0.69 0.2155
H -1.66 1.69 2.80 0.3812
H -0.35 2.59 2.40 0.3775
```

Results
LUMO energy, eV: -3.16
E, Ha: -285.5121
Frontier orbital gap, eV: 9.88
Net charge: +1

Q: Which of these has the lowest E?
A: C39H69N3O5PtSSi

Q: Look up the E of the second one.
A: -285.5121 Ha